[1]
DFT (ωB97M-V with the def2-TZVPD basis set) results for C5H10N2O as an isolated structure.

```
! wB97M-V def2-TZVPD RIJCOSX def2/J DEFGRID3
* xyz 0 1
C -1.536 0.937 -0.510
C -1.164 -2.133 0.443
C 1.976 1.043 0.913
C 0.009 -1.322 0.077
C 1.255 0.710 -0.340
O -0.496 0.404 0.278
N 1.155 -1.288 -0.247
N 1.375 1.184 -1.467
H 0.814 0.837 -2.232
H -1.367 0.781 -1.585
H -1.637 2.011 -0.327
H -2.482 0.455 -0.243
H -0.899 -3.189 0.381
H -1.484 -1.893 1.457
H -1.999 -1.937 -0.232
H 1.919 2.122 1.068
H 1.540 0.530 1.763
H 3.020 0.747 0.803
*
```

The value obtained for the HOMO-LUMO gap is 9.65 eV. For the energy above the lowest of the compared OMol25 structures with the same formula, charge and spin, the calculation gives 94.2 kcal per mole.

=====

[2]
DFT (ωB97M-V with the def2-TZVPD basis set) results for one molecule with the formula C5H10N2O.

```
! wB97M-V def2-TZVPD RIJCOSX def2/J DEFGRID3
* xyz 0 1
C 2.532 -0.283 -0.215
C -2.309 -0.263 -0.305
C 0.078 -0.197 0.446
C 1.287 0.574 -0.070
C -1.045 0.482 0.011
N 0.053 -1.607 0.493
N -1.184 1.810 0.220
O 1.410 1.797 -0.060
H 0.459 -1.974 1.347
H 0.447 -2.086 -0.310
H -0.332 2.322 0.438
H -1.993 2.322 -0.088
H 3.390 0.358 -0.406
H 2.734 -0.843 0.698
H 2.407 -1.001 -1.024
H -2.357 -1.240 0.168
H -2.379 -0.439 -1.377
H -3.197 0.267 0.035
*
```

The value obtained for the HOMO-LUMO gap is 8.98 eV. As for the SMILES: CC(=O)/C(N)=C(/C)N. For the energy above the lowest of the compared OMol25 structures with the same formula, charge and spin, the calculation gives 28.0 kcal per mole.

=====

[3]
DFT (ωB97M-V with the def2-TZVPD basis set) results for one molecule with the formula C5H10N2O.

```
! wB97M-V def2-TZVPD RIJCOSX def2/J DEFGRID3
* xyz 0 1
C 1.641 0.195 0.542
C -1.297 1.061 -0.685
C -1.563 -0.288 -1.262
C -0.689 -0.249 -0.112
C -1.117 -0.678 1.315
N 2.956 0.253 0.246
N 0.739 -0.279 -0.345
O 1.226 -0.574 -1.514
H 1.456 0.563 1.622
H -0.770 1.823 -1.245
H -2.092 1.633 -0.081
H -2.610 -0.689 -1.207
H -1.022 -0.426 -2.159
H -0.311 -1.332 1.665
H -2.053 -1.059 1.128
H -1.248 0.264 1.908
H 3.624 0.038 0.936
H 3.128 -0.254 -0.752
*
```

The value obtained for the HOMO-LUMO gap is 8.35 eV. As for the SMILES: CC1(/[N+]([O-])=C/N)CC1. For the energy above the lowest of the compared OMol25 structures with the same formula, charge and spin, the calculation gives 100.1 kcal per mole.

=====

Record order is preserved below.
Maximum force: 0.448, 3.849, 5.254 eV/Å